[1]
113
Properties=species:S:1:pos:R:3:lowdin_spin:R:1 method="wB97M-V/def2-TZVPD" relative_energy_kcal_mol=33.2 multiplicity=4 lumo_ev="-1.12 / -1.36" orbital_gap_ev="5.7 / 5.6" s_squared=3.80 mol_weight_g_mol=965.68 energy_ha=-2846.33413
Re -0.44 -0.04 -0.09 2.4787
C 0.36 -6.39 0.30 0.0003
C 1.30 -5.43 -0.43 0.0005
C 1.24 -4.03 0.08 0.0055
C 2.09 -3.40 0.93 0.0121
C 3.31 -3.95 1.60 0.0014
C 3.01 -4.58 2.96 0.0009
C 1.58 -2.06 1.12 0.0084
C 2.05 -1.16 2.06 0.0309
C 1.51 0.07 2.36 0.0076
C 2.01 0.97 3.37 -0.0008
C 3.22 0.74 4.22 0.0001
C 4.51 1.18 3.51 0.0000
C 1.22 2.07 3.35 -0.0012
C 0.24 1.86 2.31 0.0102
C -0.75 2.76 1.96 0.0197
C -1.71 2.59 0.98 0.0144
N -1.82 1.49 0.17 0.0440
C -2.97 1.67 -0.55 0.0286
C -3.54 0.70 -1.35 -0.0148
C -3.12 -0.61 -1.49 0.0284
N -2.00 -1.15 -0.89 0.0267
C -1.91 -2.44 -1.34 0.0226
C -0.89 -3.33 -1.05 -0.0028
C 0.22 -3.07 -0.27 0.0219
N 0.47 -1.87 0.34 0.0476
C -3.04 -2.75 -2.18 0.0160
C -3.78 -1.61 -2.29 0.0129
C -5.05 -1.40 -3.04 0.0014
C -6.29 -1.51 -2.15 0.0007
C -3.25 -4.06 -2.89 0.0019
C -2.48 -4.12 -4.21 0.0009
C -3.55 2.95 -0.25 0.0086
C -2.77 3.52 0.71 0.0166
C -2.92 4.87 1.34 0.0021
C -1.97 5.91 0.71 0.0011
C -4.82 3.49 -0.86 0.0008
C -6.08 2.96 -0.16 0.0005
N 0.43 0.63 1.73 0.0558
C 1.32 3.29 4.20 0.0001
C 0.47 3.19 5.47 0.0000
H 0.42 -7.40 -0.12 0.0000
H -0.68 -6.06 0.22 0.0001
H 0.60 -6.44 1.36 0.0000
H 1.08 -5.44 -1.50 0.0001
H 2.33 -5.80 -0.34 -0.0001
H 4.05 -3.15 1.72 0.0001
H 3.77 -4.69 0.94 0.0001
H 2.58 -3.85 3.65 0.0000
H 3.92 -4.98 3.42 0.0001
H 2.30 -5.40 2.86 0.0001
H 2.91 -1.47 2.64 0.0019
H 3.29 -0.32 4.49 -0.0001
H 3.11 1.29 5.16 0.0000
H 4.65 0.62 2.58 0.0000
H 5.38 1.03 4.14 0.0000
H 4.46 2.24 3.23 0.0000
H -0.79 3.68 2.52 0.0013
H -4.45 0.97 -1.88 -0.0010
H -0.98 -4.32 -1.46 -0.0002
H -5.12 -2.15 -3.84 0.0000
H -5.03 -0.43 -3.54 0.0003
H -6.36 -2.49 -1.69 0.0000
H -7.21 -1.34 -2.72 0.0001
H -6.26 -0.77 -1.34 0.0000
H -4.32 -4.19 -3.08 0.0002
H -2.95 -4.88 -2.25 0.0002
H -2.82 -3.33 -4.89 0.0000
H -2.63 -5.08 -4.71 0.0001
H -1.41 -3.97 -4.05 -0.0001
H -2.73 4.80 2.41 0.0002
H -3.95 5.21 1.23 0.0003
H -0.93 5.61 0.83 0.0000
H -2.11 6.89 1.16 0.0001
H -2.16 5.99 -0.37 0.0001
H -4.85 3.23 -1.92 0.0002
H -4.80 4.57 -0.80 -0.0001
H -6.11 1.87 -0.18 0.0001
H -6.98 3.34 -0.64 0.0001
H -6.09 3.26 0.89 0.0000
H 1.03 4.17 3.63 0.0000
H 2.37 3.44 4.48 0.0000
H -0.59 3.06 5.22 0.0001
H 0.56 4.09 6.08 0.0000
H 0.77 2.33 6.08 0.0000
Cl 6.59 3.71 0.41 0.0001
C 5.18 2.72 0.11 0.0004
C 5.33 1.33 -0.09 0.0004
C 4.23 0.54 -0.30 0.0027
C 2.89 1.07 -0.33 0.0072
O 1.92 0.26 -0.46 0.0653
C 2.78 2.49 -0.17 0.0006
C 1.54 3.22 -0.31 0.0032
O 0.43 2.79 -0.58 0.0292
C 3.94 3.27 0.06 0.0002
H 6.32 0.90 -0.08 0.0001
H 4.33 -0.53 -0.47 0.0000
H 1.65 4.32 -0.14 0.0012
H 3.82 4.34 0.19 0.0001
C -0.20 0.28 -2.26 -0.0239
C 1.11 -0.02 -2.93 0.0035
C 1.52 -1.33 -3.20 -0.0053
C 2.74 -1.58 -3.83 0.0012
C 3.56 -0.53 -4.20 -0.0069
C 3.16 0.78 -3.96 0.0010
C 1.94 1.02 -3.34 -0.0065
H -1.01 -0.22 -2.78 0.0033
H -0.38 1.35 -2.28 0.0087
H 0.88 -2.16 -2.91 -0.0004
H 3.04 -2.60 -4.02 0.0003
H 4.52 -0.72 -4.68 -0.0005
H 3.79 1.61 -4.24 0.0002
H 1.64 2.04 -3.12 -0.0001



[2]
116
Properties=species:S:1:pos:R:3:mulliken_charge:R:1 method="wB97M-V/def2-TZVPD" relative_energy_kcal_mol=0.0 smiles=c1cc[nH]c1.c1cc[nH]c1.c1cc[nH]c1.c1cc[nH]c1.c1cc[nH]c1.c1ccncc1.c1ccncc1.c1ccncc1.c1ccncc1.c1ccncc1.c1ccncc1 lumo_ev=0.48 orbital_gap_ev=8.3 mol_weight_g_mol=810.07 energy_ha=-2540.49194
C -1.66 -3.31 3.25 -0.7570
C -0.74 -4.33 3.05 -0.9064
C 0.23 -3.88 2.15 -0.6400
N -0.14 -2.57 1.78 0.9525
C -1.31 -2.21 2.45 -0.7023
H -2.49 -3.30 3.93 0.4443
H -0.80 -5.30 3.52 0.4298
H 1.13 -4.30 1.72 0.4085
H 0.37 -1.95 1.16 -0.0909
H -1.80 -1.26 2.36 0.6987
C 4.00 0.17 -4.24 -1.1872
C 3.95 0.19 -2.84 0.3110
C 4.86 -0.64 -2.31 -1.2172
N 5.50 -1.26 -3.36 0.0302
C 5.00 -0.78 -4.58 -0.5057
H 3.41 0.71 -4.94 0.4624
H 3.39 0.86 -2.23 0.7519
H 5.09 -0.83 -1.29 0.7620
H 6.23 -1.95 -3.23 0.2082
H 5.27 -1.18 -5.57 0.3607
C -2.16 0.26 -6.02 -0.8624
C -2.81 -0.51 -5.00 -0.2073
C -1.91 -1.35 -4.43 0.5954
N -0.70 -1.20 -5.10 0.1369
C -0.89 -0.26 -6.11 -0.6483
H -2.54 1.09 -6.57 0.4301
H -3.82 -0.41 -4.66 0.5554
H -2.03 -2.14 -3.72 -0.7157
H 0.10 -1.77 -5.01 0.3356
H -0.06 -0.04 -6.73 0.4592
C 4.24 -0.43 2.24 -0.3809
C 4.48 0.91 1.71 0.3148
C 5.31 1.55 2.61 -1.3704
N 5.49 0.67 3.65 0.1511
C 4.92 -0.54 3.41 -0.7549
H 3.69 -1.22 1.76 0.4877
H 4.09 1.31 0.80 0.7136
H 5.71 2.59 2.60 0.3312
H 6.00 0.88 4.48 0.1884
H 4.96 -1.37 4.11 0.4003
C 1.51 -0.02 -0.20 -0.0216
C 0.62 -0.56 -1.16 0.0821
C -0.66 -0.45 -0.68 -1.3052
N -0.57 0.19 0.54 2.3725
C 0.75 0.48 0.84 -1.2546
H 2.56 0.00 -0.26 0.4285
H 0.87 -1.09 -2.09 0.4528
H -1.59 -0.61 -1.25 0.1059
H -1.37 0.53 1.07 -0.6624
H 1.14 0.84 1.77 0.0914
C -2.30 3.18 -1.66 -0.3491
C -3.30 3.72 -0.85 -0.3957
C -4.39 2.92 -0.56 -0.4216
N -4.59 1.73 -1.07 -0.5469
C -3.71 1.25 -1.89 -0.3480
C -2.56 1.95 -2.22 -0.0025
H -1.47 3.83 -1.98 0.4718
H -3.28 4.77 -0.47 0.3346
H -5.17 3.33 0.13 0.4384
H -3.84 0.26 -2.34 0.5884
H -1.96 1.48 -2.98 0.2294
C 2.95 4.33 1.42 -0.1846
C 2.39 5.56 1.78 -0.5613
C 1.08 5.88 1.35 -0.3491
N 0.31 5.07 0.68 -0.4027
C 0.79 3.87 0.36 -0.0523
C 2.07 3.44 0.76 0.4856
H 3.96 4.08 1.70 0.3674
H 2.95 6.35 2.20 0.4444
H 0.69 6.88 1.55 0.3536
H 0.21 3.17 -0.26 0.1709
H 2.33 2.45 0.37 -0.2452
C -2.70 -3.73 -0.22 -0.1909
C -2.83 -4.09 -1.58 -0.4000
C -3.61 -3.33 -2.43 -0.5833
N -4.28 -2.23 -2.07 -0.4463
C -4.31 -1.98 -0.79 -0.5275
C -3.59 -2.70 0.15 -0.4712
H -2.06 -4.34 0.41 0.3758
H -2.37 -4.96 -1.99 0.7603
H -3.68 -3.63 -3.49 0.4515
H -4.89 -1.11 -0.48 0.5458
H -3.73 -2.37 1.17 0.5677
C 1.82 -4.50 -1.41 -0.5795
C 0.57 -4.58 -2.01 -0.3149
C 0.25 -3.83 -3.15 -0.5925
N 1.16 -3.04 -3.69 -0.4756
C 2.35 -2.88 -3.12 -0.3760
C 2.76 -3.65 -1.98 -0.3386
H 2.11 -5.03 -0.52 0.5440
H -0.19 -5.27 -1.59 0.3781
H -0.73 -3.92 -3.61 0.7300
H 2.98 -2.13 -3.62 0.6019
H 3.79 -3.39 -1.65 0.3925
C 1.60 0.40 4.39 -0.2111
C 2.00 1.69 4.44 -0.2090
C 1.04 2.70 4.40 -0.4180
N -0.26 2.49 4.39 -0.5469
C -0.64 1.19 4.39 -0.5823
C 0.23 0.13 4.28 -0.5135
H 2.28 -0.43 4.26 0.3171
H 3.04 1.96 4.48 0.4491
H 1.42 3.70 4.38 0.4330
H -1.71 1.04 4.34 0.5715
H -0.19 -0.81 4.14 0.8108
C -5.14 2.69 3.02 -0.5611
C -5.13 1.32 2.86 -0.7204
C -3.98 0.65 2.49 -0.1162
N -2.84 1.31 2.32 0.4536
C -2.82 2.60 2.51 -0.1205
C -3.92 3.40 2.87 -1.2219
H -6.05 3.16 3.29 0.4420
H -6.01 0.68 2.94 0.4060
H -4.14 -0.39 2.39 0.1780
H -1.79 3.01 2.47 0.3899
H -3.86 4.44 3.19 0.4309